# 1
ORCA calculation (ωB97M-V/def2-TZVPD) on a 2-piece molecular cluster, C4H3N4O3 overall in a non-equilibrium geometry.

The calculation puts the orbital gap (spin up / spin down) at 0.2659 / 0.2659 hartree. For the energy above the lowest of the compared OMol25 structures with the same formula, charge and spin, the calculation gives 68.44 kJ/mol. The net charge is -1. The energy comes out at -598.89955 hartree.

Each line ends with the Löwdin charge.
Cartesian coordinates (Å):
C 0.36812 0.05190 0.06051  -0.1219
C 0.11866 -1.32307 0.31762  -0.2076
C -0.64372 0.65731 -0.62629  -0.0709
C -2.10711 -1.29273 -0.38758  -0.6110
N -1.03050 -1.91342 0.13297  0.1138
N -3.29072 0.06820 1.38727  0.2424
N -1.84157 0.02131 -0.79596  -0.2051
N -4.07192 0.51580 0.71970  -0.3063
O -2.80928 0.63695 -1.39892  -0.1736
O -5.06529 0.86363 0.21245  0.0636
O -3.17091 -1.87575 -0.58826  -0.0111
H 1.34089 0.43395 0.37033  0.0757
H 1.00257 -1.84500 0.72334  0.0843
H -0.41635 1.70239 -0.95284  0.1277

# 2
ORCA calculation (ωB97M-V/def2-TZVPD) on a 8-piece molecular cluster, C27H39Br2N8O2 overall in a non-equilibrium geometry.

The calculation puts the orbital gap at 0.2990 hartree. The net charge is +1. The energy comes out at -6788.43125 hartree.

Each line ends with the Löwdin charge.
Cartesian coordinates (Å):
C -1.77458 -7.19696 -0.67274  -0.1105
C -0.80412 -6.09263 -0.07796  -0.2331
C -1.31417 -4.66866 -0.57357  -0.1995
C -0.15794 -3.74052 -1.15485  -0.1072
C -0.32235 -2.30713 -0.52126  -0.0722
C -1.61406 -1.66753 -0.39344  0.0284
N -1.84868 -0.44021 0.17955  0.1521
C -0.76507 0.26245 0.68612  -0.2077
C -1.12419 1.64234 1.37443  -0.6379
Br 0.39157 2.88011 1.36386  0.7933
C -1.60749 1.24823 2.84910  -0.7664
C -0.50884 0.39242 3.63012  -0.1374
Br -2.14199 2.81190 3.91709  0.6894
C 0.59826 -0.21039 0.60429  0.0531
C 0.84497 -1.53786 -0.02126  0.0277
C 2.30870 -2.05726 -0.12226  -0.4631
O 2.98311 -1.86092 -1.08209  0.1862
O 2.79415 -2.78108 0.95447  0.1063
H -2.71807 -6.77251 -1.11827  0.0719
H -2.12461 -7.87795 0.15433  0.0785
H -1.23707 -7.75517 -1.48044  0.0758
H -0.93999 -6.12083 1.04334  0.1046
H 0.28333 -6.27416 -0.26262  0.0951
H -2.09055 -4.74540 -1.38826  0.1009
H -1.84695 -4.20577 0.30602  0.1110
H -0.12998 -3.70306 -2.27233  0.1174
H 0.81536 -4.17705 -0.79482  0.1085
H -2.49900 -2.22722 -0.79448  0.1405
H -2.79115 -0.04262 0.23809  0.1890
H -1.99648 2.06249 0.81347  0.1094
H -2.47483 0.53837 2.71212  0.0974
H -0.72174 0.38283 4.73371  0.0880
H 0.49947 0.81680 3.38798  0.0409
H -0.52606 -0.67156 3.25130  0.0834
H 1.49220 0.32405 0.99169  0.1144
H 2.30516 -2.42741 1.72947  0.1296
C 2.50067 -6.15826 2.27460  -0.0555
C 1.85411 -5.58510 3.47817  -0.2429
N 1.35419 -5.13447 4.40852  0.1453
H 2.09440 -7.14895 2.07137  0.0843
H 2.31523 -5.51382 1.41547  0.0532
H 3.57559 -6.24035 2.43252  0.0885
C -1.43703 -3.60008 -5.75957  -0.0499
C -2.04920 -3.00785 -4.54627  -0.2531
N -2.52316 -2.54741 -3.60675  0.1337
H -1.87796 -4.57680 -5.95685  0.0862
H -1.61213 -2.95027 -6.61638  0.0877
H -0.36337 -3.71606 -5.61352  0.0822
C 0.44526 5.02620 -1.94919  -0.0783
C -0.98877 5.09693 -2.31405  -0.2771
N -2.10109 5.15111 -2.59731  0.1169
H 0.88090 6.02441 -1.96275  0.0418
H 0.55082 4.60283 -0.95074  0.0042
H 0.97864 4.39699 -2.66127  0.0865
C 1.13172 -5.58706 7.57163  -0.0922
C 0.48399 -5.00180 8.77036  -0.2783
N -0.01729 -4.54728 9.69809  0.1143
H 0.72298 -6.57818 7.37642  0.0774
H 0.95214 -4.95272 6.70698  0.0222
H 2.20597 -5.67082 7.73469  0.0786
C -0.73363 8.25732 -4.74042  -0.0713
C 0.55088 7.93378 -4.07617  -0.2550
N 1.54672 7.68268 -3.56048  0.1268
H -1.55001 8.18686 -4.02123  0.0765
H -0.69772 9.26762 -5.14085  0.0451
H -0.91538 7.55848 -5.55570  0.0806
C 2.38366 3.77472 4.97552  -0.0598
C 2.84988 2.38304 4.73222  -0.2764
N 3.20870 1.30808 4.54378  0.1198
H 2.97884 4.23041 5.76624  0.0844
H 2.48803 4.36576 4.06609  0.0742
H 1.33626 3.76781 5.27703  0.0732
C -0.45058 11.75331 -7.23649  -0.0612
C 0.01493 10.36234 -7.45426  -0.2730
N 0.37630 9.28532 -7.62267  0.1389
H 0.14666 12.22551 -6.45681  0.0819
H -0.34960 12.32541 -8.15810  0.0819
H -1.49689 11.75023 -6.93177  0.0800

# 3
ORCA calculation (ωB97M-V/def2-TZVPD) on C41H48GeN2O4ReSi2 as an isolated structure.

The calculation puts the orbital gap at 0.2357 hartree. For the energy above the lowest of the compared OMol25 structures with the same formula, charge and spin, the calculation gives 335.74 kJ/mol. The net charge is +1. The energy comes out at -4735.52201 hartree.

Each line ends with the Löwdin charge.
Cartesian coordinates (Å):
Re -0.30631 0.22081 1.07597  1.4143
O 0.92128 4.17177 -0.70513  0.0675
C 2.25567 4.01126 -0.55029  -0.2508
C 3.05547 5.01179 -1.10277  -0.0001
C 4.42593 4.95852 -0.97855  -0.0568
C 5.04118 3.90570 -0.29863  -0.0728
C 4.25984 2.91236 0.24099  -0.0274
C 2.86053 2.93791 0.12279  -0.0967
C 2.09575 1.82703 0.69206  -0.3993
O 0.81588 1.69606 0.27334  -0.3148
N 2.62668 0.99378 1.51828  0.1022
N 1.70400 -0.01135 1.82189  -0.1265
C 2.18970 -1.11466 2.26094  -0.0427
C 1.40778 -2.29636 2.58026  -0.1504
C 2.11303 -3.38706 3.10442  -0.0249
C 1.47328 -4.56365 3.44040  -0.0611
C 0.09980 -4.66482 3.25449  -0.0463
C -0.62313 -3.60240 2.73524  -0.0080
C 0.01967 -2.42414 2.39036  -0.3077
O -0.77343 -1.43832 1.87695  -0.2911
H 0.45394 3.54268 -0.13620  0.0769
H 2.56370 5.82862 -1.61344  0.1250
H 5.02846 5.74715 -1.41043  0.1125
H 6.11722 3.86602 -0.20540  0.1070
H 4.71131 2.07890 0.76134  0.1126
H 3.26942 -1.16818 2.38774  0.1411
H 3.18249 -3.29129 3.24912  0.1198
H 2.03542 -5.39153 3.84846  0.1123
H -0.41538 -5.57934 3.51757  0.1165
H -1.69308 -3.66148 2.58837  0.1302
C -0.57686 0.31855 -2.76148  0.0281
O 0.22992 1.28348 -2.58158  0.1131
H -0.77323 0.06976 -3.80215  0.1472
H -1.24099 -0.00086 -1.95829  0.0853
H 0.25036 -1.04049 -2.65275  -0.0075
H 0.36342 1.51238 -1.61554  0.1158
C 3.45399 -3.04499 -1.37829  -0.1605
Si 2.61470 -1.77877 -2.45699  0.4599
C 2.83563 -2.15438 -4.26577  -0.1660
C 3.30035 -0.09086 -2.04560  -0.1541
C 0.76771 -1.82104 -2.00554  -0.2820
Si -0.40346 -3.31867 -2.10775  0.4532
C -0.43451 -3.96874 -3.85287  -0.1714
C -2.10559 -2.71071 -1.62974  -0.1696
C 0.18598 -4.61046 -0.90595  -0.1489
H 4.53807 -2.94647 -1.48208  0.0449
H 3.19179 -4.06789 -1.64785  0.0277
H 3.20744 -2.89616 -0.32373  0.0265
H 3.88917 -2.08074 -4.54527  0.0417
H 2.28525 -1.44813 -4.89310  0.0376
H 2.49608 -3.16022 -4.51766  0.0255
H 4.28535 0.03105 -2.50314  0.0488
H 3.42704 0.03094 -0.96601  0.0243
H 2.68156 0.73020 -2.41079  0.0254
H 0.65635 -1.39676 -0.99145  0.0042
H -0.61256 -3.17434 -4.58228  0.0356
H -1.23785 -4.70044 -3.96824  0.0417
H 0.50019 -4.46393 -4.12156  0.0293
H -2.61934 -2.24269 -2.47528  0.0367
H -2.07642 -1.99591 -0.80310  0.0089
H -2.73274 -3.54672 -1.31074  0.0430
H 1.17810 -4.98602 -1.15527  0.0254
H -0.50223 -5.46006 -0.92923  0.0473
H 0.20886 -4.23326 0.11964  0.0200
C -1.79123 1.08809 0.89177  -0.3787
Ge -2.93167 2.54480 1.59032  0.9193
C -1.66753 3.95920 2.01368  -0.2814
C -0.53999 3.72138 2.80689  -0.1304
C 0.37414 4.73122 3.06912  -0.0794
C 0.17672 5.99912 2.53655  -0.0774
C -0.93211 6.24980 1.74442  -0.0741
C -1.84557 5.23569 1.48120  -0.0982
C -3.80075 1.71314 3.11004  -0.2824
C -3.08189 1.39938 4.26403  -0.1046
C -3.68550 0.71702 5.30944  -0.0806
C -5.01736 0.33592 5.21137  -0.0818
C -5.74310 0.64140 4.07001  -0.0790
C -5.13656 1.32456 3.02326  -0.1022
C -4.20366 3.13132 0.26256  -0.3054
C -4.12104 2.70865 -1.06220  -0.1111
C -5.02440 3.16416 -2.01309  -0.0834
C -6.02504 4.05127 -1.64452  -0.0782
C -6.12272 4.47983 -0.32792  -0.0727
C -5.21770 4.02169 0.61954  -0.1149
H -0.37078 2.74010 3.23710  0.0768
H 1.23871 4.53001 3.68954  0.1079
H 0.89071 6.78761 2.73703  0.1077
H -1.08833 7.23577 1.32617  0.1082
H -2.70367 5.44849 0.85422  0.0955
H -2.04425 1.69825 4.36100  0.0865
H -3.11996 0.48812 6.20373  0.1049
H -5.48966 -0.19488 6.02789  0.1054
H -6.78289 0.35050 3.99424  0.1057
H -5.71539 1.55864 2.13691  0.0958
H -3.34358 2.01069 -1.35725  0.0756
H -4.95072 2.82764 -3.03943  0.1019
H -6.73077 4.40827 -2.38315  0.1069
H -6.90472 5.16976 -0.03880  0.1083
H -5.30976 4.36198 1.64573  0.1118

# 4
ORCA calculation (ωB97M-V/def2-TZVPD) on one molecule with the formula C3H4N2S2 in a non-equilibrium geometry.

The calculation puts the orbital gap at 0.3036 hartree. As for the SMILES: [H]/N=C1/CC(=S)SN1. For the energy above the lowest of the compared OMol25 structures with the same formula, charge and spin, the calculation gives 117.54 kJ/mol. The net charge is 0. The energy comes out at -1022.57088 hartree.

Each line ends with the Löwdin charge.
Cartesian coordinates (Å):
C 0.81021 0.09993 -0.06401  -0.5425
C -0.31514 0.20452 0.90498  -0.2068
C -1.59273 -0.17131 0.22196  -1.1132
H 2.56624 0.35358 -0.56482  0.0353
H -0.39341 1.23462 1.25693  0.1335
H -0.18369 -0.40380 1.78958  0.1292
H 1.00648 -0.41020 -2.02705  0.1086
N 1.93215 0.59643 0.15663  0.1469
N 0.42665 -0.59320 -1.20465  -0.3051
S -3.02598 -0.18337 0.95696  0.6672
S -1.23078 -0.72720 -1.42652  0.9470